a.
# C22H40N2O2S3SbScSi

C22H40N2O2S3SbScSi as an isolated structure (the ωB97M-V functional and the def2-TZVPD basis, the Open Molecules 2025 dataset).

## Properties
<S²>: 0.76
2S+1: 2
Total charge: -1
LUMO energy (spin up / spin down) in eV: 2.43 / 0.70
Kohn-Sham gap (spin up / spin down) in eV: 6.13 / 4.36
HOMO energy (spin up / spin down) in eV: -3.704 / -3.658

Last column: Mulliken charge in e.
Positions of all 72 atoms, in Å:
Sc -0.16 1.24 1.43  0.38
C 2.43 2.86 3.26  -0.21
C 1.93 1.61 3.63  -0.45
C 2.46 0.46 3.04  -0.58
C 3.51 0.57 2.12  -0.31
C 4.00 1.82 1.77  -0.40
C 3.45 2.96 2.34  -0.45
H 1.99 3.74 3.70  0.44
H 1.16 1.53 4.40  0.28
H 2.10 -0.51 3.35  0.40
H 3.95 -0.32 1.69  0.46
H 4.80 1.89 1.04  0.39
H 3.82 3.94 2.05  0.36
S -0.95 1.62 5.91  -0.74
Sb -2.21 1.92 4.00  0.13
S -0.80 3.35 2.60  -0.79
S -1.77 -0.14 2.69  -0.60
C -3.61 3.86 -1.75  -1.66
C -2.78 3.05 -0.80  0.66
N -3.24 2.37 0.16  0.45
O -4.60 2.36 0.22  -0.53
C -1.29 3.09 -0.90  0.23
C -0.60 4.18 -1.65  -2.02
N -0.61 2.18 -0.30  1.17
O 0.72 2.22 -0.16  -0.75
H -4.65 3.59 -1.66  0.46
H -3.28 3.70 -2.78  0.33
H -3.50 4.93 -1.53  0.30
H -4.73 1.86 1.03  0.34
H -0.77 4.08 -2.72  0.31
H 0.46 4.12 -1.44  0.35
H -0.99 5.15 -1.32  0.45
C -2.57 -2.39 -0.02  -1.97
C -1.68 -1.69 -1.07  3.02
C -1.66 -2.56 -2.33  -1.85
C -2.37 -0.36 -1.40  -1.79
Si 0.07 -1.35 -0.32  -0.86
C 0.66 -2.94 0.65  3.02
C 2.17 -2.88 0.94  -1.86
C -0.04 -3.03 2.01  -1.64
C 0.37 -4.24 -0.13  -1.88
C 1.31 -0.94 -1.79  2.82
C 0.66 0.06 -2.76  -2.01
C 1.72 -2.19 -2.58  -1.91
C 2.59 -0.27 -1.26  -1.54
H -3.61 -2.41 -0.40  0.56
H -2.58 -1.85 0.93  0.09
H -2.27 -3.42 0.16  0.38
H -2.69 -2.70 -2.67  0.54
H -1.22 -3.54 -2.17  0.24
H -1.11 -2.08 -3.15  0.35
H -3.40 -0.56 -1.75  0.65
H -1.86 0.20 -2.19  0.27
H -2.44 0.28 -0.52  -0.08
H 2.43 -1.97 1.47  -0.02
H 2.78 -2.95 0.05  0.35
H 2.43 -3.73 1.59  0.60
H 0.19 -2.18 2.65  0.04
H 0.30 -3.94 2.53  0.55
H -1.12 -3.08 1.93  0.33
H 0.79 -4.24 -1.14  0.26
H -0.70 -4.43 -0.20  0.32
H 0.82 -5.08 0.42  0.56
H -0.16 -0.40 -3.34  0.35
H 1.42 0.39 -3.48  0.61
H 0.27 0.94 -2.25  0.08
H 0.87 -2.74 -2.99  0.28
H 2.31 -2.89 -1.98  0.31
H 2.35 -1.87 -3.42  0.57
H 2.36 0.67 -0.75  0.03
H 3.24 -0.03 -2.11  0.56
H 3.15 -0.91 -0.59  0.21

=====

b.
# C22H40N2O2S3SbScSi

C22H40N2O2S3SbScSi as an isolated structure (the ωB97M-V functional and the def2-TZVPD basis, the Open Molecules 2025 dataset).

## Properties
<S²>: 0.76
2S+1: 2
Total charge: -1
LUMO energy (spin up / spin down) in eV: 2.56 / 2.54
Kohn-Sham gap (spin up / spin down) in eV: 6.18 / 6.94
HOMO energy (spin up / spin down) in eV: -3.615 / -4.400

Last column: Mulliken charge in e.
Positions of all 72 atoms, in Å:
Sc -1.30 0.61 0.71  -0.65
C 0.40 -2.27 2.87  -0.35
C -0.98 -2.47 2.81  -0.41
C -1.82 -1.77 3.66  -0.25
C -1.29 -0.87 4.58  -0.19
C 0.08 -0.68 4.64  -0.55
C 0.93 -1.37 3.79  -0.42
H 1.06 -2.82 2.21  0.54
H -1.39 -3.18 2.10  0.30
H -2.89 -1.92 3.61  0.29
H -1.96 -0.29 5.20  0.33
H 0.48 0.05 5.33  0.34
H 2.00 -1.20 3.83  0.42
S -4.33 2.35 2.76  -0.27
Sb -2.39 3.58 1.78  0.20
S -0.72 2.16 2.65  -0.61
S -2.56 2.57 -0.35  -0.52
C -4.53 -1.99 -1.01  -1.89
C -3.64 -1.18 -0.12  0.05
N -2.31 -1.13 -0.27  1.41
O -1.87 -2.01 -1.27  -0.83
C -4.17 -0.42 0.95  0.48
C -5.66 -0.33 1.15  -1.59
N -3.26 0.17 1.71  0.73
O -3.75 0.76 2.89  -0.34
H -3.97 -2.81 -1.46  0.45
H -4.93 -1.38 -1.83  0.27
H -5.37 -2.40 -0.46  0.44
H -0.91 -1.92 -1.22  -0.28
H -6.16 -0.24 0.18  0.38
H -5.92 0.53 1.75  0.32
H -6.05 -1.23 1.64  0.30
C 1.72 3.35 -0.65  -1.88
C 2.43 2.02 -0.34  2.50
C 3.83 2.05 -0.97  -1.88
C 2.66 2.02 1.18  -1.62
Si 1.24 0.56 -0.88  0.37
C 0.83 0.80 -2.79  2.73
C 0.26 -0.49 -3.41  -1.95
C -0.31 1.82 -2.95  -1.69
C 1.97 1.27 -3.70  -1.96
C 2.30 -1.11 -0.72  3.23
C 2.97 -1.17 0.66  -2.32
C 3.40 -1.35 -1.76  -1.84
C 1.35 -2.32 -0.75  -2.08
H 2.27 4.17 -0.18  0.58
H 0.70 3.37 -0.27  0.05
H 1.69 3.56 -1.72  0.32
H 4.34 2.97 -0.65  0.57
H 3.83 2.04 -2.06  0.22
H 4.45 1.21 -0.63  0.30
H 3.27 2.90 1.45  0.56
H 3.19 1.14 1.54  0.27
H 1.73 2.10 1.73  -0.05
H -0.60 -0.86 -2.85  0.29
H 0.99 -1.29 -3.50  0.27
H -0.10 -0.27 -4.43  0.62
H -1.23 1.48 -2.46  0.03
H -0.54 1.95 -4.02  0.53
H -0.08 2.80 -2.54  0.31
H 2.83 0.59 -3.70  0.27
H 2.33 2.26 -3.43  0.33
H 1.60 1.34 -4.73  0.54
H 3.82 -0.49 0.73  0.44
H 3.35 -2.18 0.84  0.63
H 2.28 -0.92 1.47  0.07
H 4.10 -0.52 -1.83  0.26
H 3.00 -1.53 -2.76  0.31
H 3.98 -2.24 -1.47  0.52
H 0.60 -2.25 0.04  -0.05
H 1.91 -3.25 -0.59  0.63
H 0.85 -2.42 -1.72  0.52

=====

The structure with the most favorable energy is a; the runner-up is 4.6 kcal/mol above it.

=====

a.
# C13H20MoNOS9Sb

C13H20MoNOS9Sb as an isolated structure (the ωB97M-V functional and the def2-TZVPD basis, the Open Molecules 2025 dataset).

## Properties
<S²>: 1.07
2S+1: 2
Total charge: -1
LUMO energy (spin up / spin down) in eV: 2.17 / 2.17
Kohn-Sham gap (spin up / spin down) in eV: 4.59 / 5.81
HOMO energy (spin up / spin down) in eV: -2.426 / -3.645

Last column: natural (NBO) charge in e.
Positions of all 46 atoms, in Å:
Mo -0.12 0.77 1.06  -0.17
C 2.20 -1.39 2.50  -0.54
C 2.15 0.17 2.46  -0.46
S 2.98 1.04 1.05  0.21
C 2.25 2.74 1.32  -0.53
C 1.83 3.37 -0.01  -0.55
S 0.02 3.17 -0.37  0.39
C -0.75 4.02 1.09  -0.55
C -1.47 3.00 1.95  -0.46
S -2.92 2.14 1.29  -0.39
C -1.57 -1.03 2.58  -0.44
C -0.59 -2.23 2.75  -0.55
S 0.83 -2.27 1.60  0.28
H 2.20 -1.74 3.53  0.22
H 3.09 -1.77 2.00  0.24
H 2.34 0.67 3.42  0.22
H 1.12 0.41 2.21  0.11
H 2.95 3.35 1.89  0.22
H 1.33 2.53 1.90  0.22
H 2.29 2.88 -0.87  0.26
H 2.09 4.43 -0.05  0.22
H -1.44 4.77 0.70  0.24
H 0.05 4.53 1.64  0.20
H -1.50 3.27 3.01  0.21
H -0.88 2.10 1.86  0.09
H -2.05 -0.72 3.51  0.25
H -0.99 -0.15 2.26  0.11
H -1.10 -3.19 2.61  0.24
H -0.18 -2.21 3.76  0.22
O -0.54 -1.99 -0.95  -0.62
N -1.71 -2.66 -0.68  -0.11
C -1.78 -3.80 -1.44  0.00
C -2.96 -4.42 -1.70  -0.27
C -4.15 -3.85 -1.21  -0.31
C -4.04 -2.78 -0.35  -0.20
C -2.82 -2.22 0.03  -0.09
S -2.99 -1.10 1.41  0.30
H -0.83 -4.11 -1.84  0.22
H -2.96 -5.32 -2.29  0.21
H -5.11 -4.26 -1.46  0.20
H -4.93 -2.35 0.10  0.21
S 0.58 2.91 -3.99  -0.88
Sb -0.03 0.74 -4.08  0.88
S -0.25 -0.07 -0.87  0.76
S 1.35 -0.30 -2.21  -0.40
S -1.79 0.38 -2.26  -0.39

=====

b.
# C13H20MoNOS9Sb

C13H20MoNOS9Sb as an isolated structure (the ωB97M-V functional and the def2-TZVPD basis, the Open Molecules 2025 dataset).

## Properties
<S²>: 0.76
2S+1: 2
Total charge: -1
LUMO energy (spin up / spin down) in eV: 1.23 / 1.14
Kohn-Sham gap (spin up / spin down) in eV: 5.38 / 5.29
HOMO energy (spin up / spin down) in eV: -4.151 / -4.147

Last column: natural (NBO) charge in e.
Positions of all 46 atoms, in Å:
Mo -0.46 0.72 -0.91  -0.18
C 1.80 3.12 -0.11  -0.57
C 0.62 3.93 -0.63  -0.55
S -1.03 3.15 -0.51  0.46
C -1.50 3.37 1.23  -0.55
C -1.20 2.18 2.13  -0.57
S -0.02 0.97 1.49  -0.06
C 0.06 -1.87 3.71  -0.37
C 0.99 -2.72 3.32  -0.39
S 0.68 -1.36 -0.30  -0.10
C 2.42 -0.96 -0.67  -0.54
C 2.82 0.42 -0.15  -0.55
S 1.85 1.61 -1.10  0.54
H 1.71 2.87 0.94  0.24
H 2.71 3.69 -0.30  0.25
H 0.74 4.10 -1.70  0.29
H 0.55 4.89 -0.12  0.23
H -2.58 3.56 1.19  0.23
H -1.03 4.29 1.57  0.22
H -2.13 1.65 2.35  0.22
H -0.80 2.54 3.08  0.22
H -0.94 -1.88 3.30  0.19
H 0.27 -1.09 4.44  0.19
H 0.78 -3.47 2.56  0.20
H 1.99 -2.69 3.72  0.18
H 2.62 -1.01 -1.74  0.25
H 3.03 -1.71 -0.17  0.23
H 3.87 0.61 -0.38  0.25
H 2.61 0.54 0.91  0.23
O -2.79 -1.44 -2.75  -0.54
N -2.59 -2.23 -1.78  0.08
C -2.46 -3.57 -2.01  -0.02
C -2.27 -4.47 -1.01  -0.23
C -2.20 -4.04 0.31  -0.23
C -2.32 -2.68 0.55  -0.20
C -2.51 -1.77 -0.49  -0.01
S -2.63 -0.06 -0.21  0.00
H -2.53 -3.81 -3.06  0.23
H -2.17 -5.52 -1.26  0.22
H -2.05 -4.73 1.13  0.21
H -2.26 -2.28 1.55  0.23
S 4.31 0.54 -3.46  -0.94
Sb 2.64 1.48 -4.68  0.90
S 0.22 -0.02 -3.13  -0.05
S -0.93 1.61 -2.94  0.13
S 2.10 3.56 -3.90  -0.96

=====

The structure with the most favorable energy is b; the runner-up is 268.1 kcal/mol above it.

=====

a.
# C3H5I2NO2

An isolated molecule of C3H5I2NO2 (the ωB97M-V functional and the def2-TZVPD basis, the Open Molecules 2025 dataset).

## Properties
LUMO energy (spin up / spin down) in eV: -0.99 / -0.99
Kohn-Sham gap (spin up / spin down) in eV: 8.47 / 8.47
HOMO energy (spin up / spin down) in eV: -9.460 / -9.460

Last column: natural (NBO) charge in e.
Positions of all 13 atoms, in Å:
C 1.22 0.66 -0.40  -0.72
C -0.12 0.71 0.30  0.28
O -0.16 0.61 1.64  -0.75
I -1.26 2.45 -0.19  0.16
C -1.01 -0.81 -0.40  -0.31
I -3.07 -0.94 0.12  0.16
N -0.29 -1.73 0.30  0.02
O 0.77 -2.09 -0.19  -0.31
H 1.97 1.37 -0.02  0.24
H 1.76 -0.22 -0.29  0.25
H 1.01 0.89 -1.40  0.23
H 0.09 -0.26 2.03  0.51
H -0.91 -0.63 -1.51  0.23

=====

b.
# C3H5I2NO2

A 3-piece molecular cluster, C3H5I2NO2 overall (the ωB97M-V functional and the def2-TZVPD basis, the Open Molecules 2025 dataset).

## Properties
LUMO energy in eV: -1.81
Kohn-Sham gap in eV: 7.03
HOMO energy in eV: -8.837

Last column: natural (NBO) charge in e.
Positions of all 13 atoms, in Å:
C -1.89 0.00 1.41  1.03
C 1.54 0.19 0.74  -0.40
C -1.26 -0.02 -1.40  -0.60
N 1.35 -0.23 -0.56  -0.83
O -1.95 1.11 1.44  -0.50
O -1.93 -1.15 1.51  -0.53
I -1.11 -1.31 -2.96  0.32
I -1.75 1.92 -1.96  0.29
H 0.97 1.09 0.93  0.19
H 1.24 -0.57 1.52  0.15
H 2.60 0.44 0.85  0.19
H 0.35 -0.34 -0.72  0.34
H 1.86 -1.14 -0.80  0.36

=====

The structure with the most favorable energy is b; the runner-up is 14.5 kcal/mol above it.